Record 1
Density functional theory data (ωB97M-V/def2-TZVPD) for a 3-piece molecular cluster, C47H51FN2O7S overall.

Values from the calculation:
Orbital gap   6.0 eV

Structure (XYZ):
```
109
Properties=species:S:1:pos:R:3:forces:R:3
H 4.799 -3.467 -0.364 -0.82 -1.50 0.51
H -8.732 -2.558 -3.332 0.04 1.62 0.91
H 1.845 -0.998 2.735 0.32 -1.46 -0.89
C 5.075 6.449 4.904 -0.08 0.49 -0.16
C -0.774 2.147 -0.390 -0.01 -0.28 0.52
C 4.365 4.612 6.364 -0.18 0.26 0.03
H 2.313 -5.491 -0.583 0.65 1.38 0.13
H -0.545 5.201 -2.328 0.10 -1.08 1.54
H -11.841 -2.249 -2.146 0.45 0.96 -1.22
F 2.975 -1.627 -6.408 -2.55 1.12 2.34
H 4.706 -5.312 0.127 -0.57 1.49 -0.18
H 1.055 -5.329 -2.820 0.10 1.58 0.20
C -1.041 3.036 -1.700 1.47 1.18 -0.31
O -2.853 0.941 -1.082 0.99 0.87 0.85
H 0.635 0.653 0.515 -0.02 0.68 -1.34
H -0.582 2.896 0.474 -0.34 -1.23 -1.29
H -0.439 3.268 -3.872 0.14 -1.22 1.34
C -1.673 -1.219 -2.922 1.54 -2.41 2.40
C 6.143 5.588 4.350 0.17 -0.30 -0.03
C -6.064 1.021 -0.921 -0.27 -1.73 -0.24
H 2.689 -2.687 -2.028 0.42 -1.79 -0.22
C -11.444 -1.583 -2.993 1.05 -0.15 0.74
S -2.110 -2.555 1.229 -0.78 0.97 -1.84
H 8.549 2.019 4.513 0.05 -0.05 -0.01
C 8.323 1.023 1.174 -0.25 -0.17 -0.17
H -12.275 -0.872 -3.312 1.27 -0.94 0.30
H -4.373 -2.787 3.222 -0.48 1.37 -1.59
H 8.920 1.081 0.272 0.03 0.02 0.03
H 6.316 0.919 4.560 0.00 0.04 -0.01
C -8.757 -1.572 -2.763 -0.16 4.44 2.82
H 6.687 -0.018 0.319 -0.03 0.00 0.03
H 2.944 -4.370 2.042 1.62 0.60 -0.59
H -5.341 0.982 -1.822 -1.18 0.39 1.51
H -2.138 3.240 -1.935 1.37 -0.73 0.43
H 2.013 -3.778 0.068 0.83 -0.96 -0.98
C -8.855 1.176 -1.119 0.98 -3.80 -2.26
C 7.127 0.434 1.199 0.22 0.08 -0.20
O 5.583 2.605 6.195 -0.02 0.32 -0.10
C -10.123 -0.848 -2.453 2.52 0.93 0.53
C -2.055 1.271 0.090 1.39 2.05 0.20
C -4.104 -0.732 0.055 -3.48 0.06 3.12
H -11.103 -2.291 -3.839 -0.81 1.29 1.21
C -6.468 -0.354 1.360 2.92 -1.68 0.04
C -7.484 -0.875 -2.212 -2.86 0.94 0.21
N 0.874 -0.814 -5.303 0.74 -1.37 0.07
H 3.422 6.509 6.335 0.03 0.02 -0.03
C 8.109 1.566 3.633 -0.24 -0.19 0.08
O 5.238 -0.169 2.466 0.80 0.96 0.02
H 7.084 3.691 4.380 -0.09 0.10 0.04
H 4.152 -1.687 2.550 -1.01 -1.44 -1.75
C 6.331 0.367 2.443 -0.27 -0.16 0.04
H 1.556 -4.013 -3.996 -0.51 -0.45 1.65
H -0.693 1.503 -3.415 0.65 1.16 0.73
H 0.755 4.366 -1.340 -1.59 0.28 0.17
O -0.170 -2.864 -5.779 1.07 3.09 3.43
H -2.685 1.983 0.745 0.79 -1.48 -0.77
H 1.441 -1.722 1.089 0.59 -0.41 1.60
H -7.492 0.154 1.427 1.74 -0.81 -0.32
O 4.925 7.594 4.520 0.04 -0.33 0.11
H -11.138 1.003 -1.440 1.47 -0.91 -0.45
C 4.199 5.866 5.942 -0.10 -0.26 0.21
H -6.811 -1.604 3.356 1.28 0.50 -1.60
C 2.308 -1.094 -5.265 2.79 0.82 2.79
H 0.871 2.460 -2.882 -1.94 -0.21 -0.05
H 6.775 6.031 3.591 -0.03 0.03 0.02
C -2.226 -1.315 -1.451 3.46 -1.99 -2.38
C 3.542 -2.236 1.745 -0.73 -0.40 0.21
H 3.565 -4.268 -2.670 -1.24 0.83 0.85
C 0.055 -1.988 -4.907 -1.28 -2.89 -2.00
C 0.125 -3.232 -2.491 -2.53 1.27 2.07
H 1.466 1.951 -0.507 -1.22 -1.22 -0.07
H 3.723 -1.810 0.687 0.05 -0.30 1.85
C -1.561 -2.379 -0.548 0.45 0.39 -2.26
C -0.513 -2.157 -3.409 -0.86 0.60 2.30
H 3.733 4.169 7.124 0.03 -0.03 -0.02
H -0.048 -4.099 -0.292 -0.58 1.16 -1.30
C -10.144 0.491 -1.663 2.71 -1.37 -0.37
C -6.094 -1.362 2.491 2.90 0.82 -3.08
H 0.587 0.519 -1.349 -0.11 0.94 1.21
C -0.277 2.493 -3.026 -0.32 0.92 -0.34
C -0.382 4.504 -1.417 0.11 -0.44 -0.78
C 0.563 1.238 -0.463 -0.31 0.79 0.26
H -0.801 4.987 -0.471 0.61 -0.66 -1.33
C -3.746 -1.690 1.213 -2.27 0.92 -0.07
H -2.128 -0.432 -3.616 0.75 -1.34 1.09
C 2.679 -3.840 -2.077 -0.88 -0.29 0.31
H 4.744 -4.117 2.364 -1.13 0.59 -1.11
H -6.480 -1.378 -2.397 -1.44 0.84 0.33
H -8.839 2.151 -0.524 -0.29 -1.57 -1.03
C 6.308 4.335 4.773 0.10 0.28 -0.16
C 5.432 3.751 5.811 0.04 -0.38 0.14
C -5.519 -0.040 0.146 0.29 -1.76 3.02
C 8.905 1.633 2.389 0.44 0.20 0.01
O 9.997 2.169 2.366 -0.30 -0.12 0.00
O 3.014 -0.851 -4.268 -2.67 -0.88 -4.10
C -4.704 -2.035 2.415 -1.30 2.28 -2.51
C 2.707 -4.416 -0.579 0.52 0.63 -0.29
C -0.438 -3.332 -1.038 -1.65 2.65 -2.32
C 6.912 0.977 3.658 0.19 0.01 0.21
C 1.311 -4.220 -2.885 0.56 1.42 -0.90
C 1.984 -1.939 2.088 -0.14 0.24 -0.82
H -1.633 0.379 0.660 -1.05 0.94 -0.79
H 1.450 -2.820 2.588 0.83 1.23 -0.59
N -3.276 -0.354 -1.097 -0.23 -3.73 1.16
C 3.888 -3.818 1.659 -0.44 -0.23 0.04
H -6.123 2.060 -0.452 0.07 -1.44 -0.78
C -7.500 0.474 -1.416 -2.61 -1.23 -1.06
H 0.632 0.034 -4.771 0.72 -0.69 0.14
C 4.174 -4.301 0.126 -1.21 0.45 0.98
```
Positions in Å, forces in eV/Å.

---

Record 2
Density functional theory data (ωB97M-V/def2-TZVPD) for C47H51Ge2N9O3S3Ti as an isolated structure.

Values from the calculation:
Spin multiplicity   2
Total charge   +3
Orbital gap (alpha / beta)   5.5 / 5.4 eV

Structure (XYZ):
```
116
Properties=species:S:1:pos:R:3:forces:R:3
H 12.677 12.676 7.311 0.55 -0.43 -0.33
C 16.427 10.290 8.848 0.12 0.04 0.24
H 17.760 11.667 15.447 0.07 0.16 -0.07
S 13.055 10.681 10.658 0.77 1.65 -1.01
C 12.605 7.408 12.701 1.16 0.52 -0.57
C 18.764 10.346 10.402 -0.24 0.63 -0.31
O 15.621 13.749 15.442 -0.51 0.41 0.00
C 7.625 13.269 11.299 0.27 -0.73 1.17
O 11.073 12.520 12.297 -2.02 0.65 0.20
H 18.584 13.486 9.140 -0.25 0.40 0.26
C 12.193 14.554 9.747 0.14 -0.15 0.66
H 8.802 11.125 9.886 -0.05 0.41 0.25
C 17.929 11.468 10.340 0.41 -0.35 0.32
H 12.095 17.849 15.771 0.17 -0.83 -0.09
C 12.389 15.678 15.827 0.41 0.02 0.63
N 10.786 19.251 11.273 0.86 -0.40 2.12
H 16.904 8.254 8.506 0.36 0.11 -0.18
C 12.650 14.567 15.048 0.97 0.33 -1.96
C 20.465 12.886 13.779 -0.04 -0.03 -0.27
H 10.503 9.507 11.548 0.38 -0.05 0.06
H 10.457 11.713 10.186 -0.14 0.12 -0.29
C 12.349 15.838 13.078 1.15 -0.90 1.51
H 14.924 7.331 10.776 -0.13 0.15 0.12
C 12.175 16.992 13.837 -0.14 -1.01 -0.46
H 22.196 11.713 14.182 0.01 0.54 -0.53
S 15.988 13.695 14.055 0.07 -0.37 -1.10
C 12.825 9.630 15.578 0.90 -0.54 0.58
H 14.415 15.739 6.214 0.15 -0.34 0.33
C 18.132 14.431 9.457 0.38 -0.03 0.40
H 22.042 12.220 12.474 0.06 0.35 0.50
H 11.250 17.771 9.016 -0.25 -0.76 0.40
C 19.671 12.089 14.617 0.90 0.14 -0.19
Ge 15.475 12.989 9.887 2.91 -0.37 -1.41
C 11.713 16.949 10.948 -0.31 0.49 1.15
H 22.598 13.387 13.752 -0.24 -0.05 -0.25
H 16.740 12.336 5.504 -0.32 0.31 0.77
C 11.417 18.147 11.708 -0.17 0.46 1.56
H 8.817 14.402 13.557 0.08 -0.19 -0.11
C 11.731 18.154 13.141 -0.25 1.35 -1.40
H 15.577 10.289 8.156 0.13 -0.21 0.53
N 14.922 12.472 13.368 0.11 1.56 -0.48
H 14.155 15.781 7.976 0.23 -0.03 -0.12
C 15.009 10.517 14.969 -1.28 0.28 -0.15
H 8.445 12.748 14.055 0.56 0.32 -0.43
H 12.227 8.864 16.105 0.31 0.73 -0.35
N 12.756 14.643 13.668 -1.85 1.56 2.38
C 12.595 9.266 11.385 -0.48 -1.94 1.35
N 13.382 8.250 11.872 -1.31 0.64 0.20
C 18.928 15.573 9.458 0.21 0.05 -0.42
C 12.163 15.835 11.664 1.14 -1.35 -1.43
C 21.914 12.563 13.520 0.03 -1.05 0.64
C 11.357 7.871 12.628 -1.28 -0.33 0.22
H 13.056 6.626 13.313 -0.26 0.22 -0.48
O 15.904 14.813 13.110 -1.22 -1.27 1.25
N 12.977 11.563 14.157 0.57 -1.23 0.63
H 15.152 15.854 10.313 0.45 -0.03 0.21
H 18.012 15.040 12.796 0.43 -0.70 0.12
H 20.157 11.298 15.162 0.00 -0.18 0.15
C 11.645 15.596 9.016 -0.38 0.69 -0.34
C 16.230 15.767 10.122 -0.31 0.04 0.24
C 18.325 12.301 14.768 -0.74 -0.51 0.13
H 17.463 12.357 7.173 -0.61 0.22 -0.59
N 11.456 19.316 13.736 -0.73 -0.69 -0.92
C 14.835 15.435 7.192 0.61 0.07 -0.16
H 7.098 12.990 12.228 0.11 0.18 -0.50
C 18.366 16.823 9.723 -0.68 -0.74 0.40
H 12.424 15.573 16.910 -0.16 0.07 -0.29
Ge 15.093 13.468 7.250 0.00 0.29 -1.29
H 11.349 15.372 7.994 0.20 0.36 0.07
H 19.996 15.485 9.223 -0.52 0.10 -0.08
H 20.477 14.641 12.549 -0.15 -0.01 -0.02
C 18.497 14.164 13.259 -0.31 0.55 -0.45
H 15.841 15.924 7.301 -1.00 -0.51 0.01
C 12.245 16.898 15.223 -0.42 1.30 0.58
H 18.959 17.715 9.654 0.18 0.23 0.09
C 16.791 14.508 9.880 -0.94 -1.04 -0.18
H 12.374 13.586 9.300 0.06 -0.02 -0.10
N 11.323 8.957 11.766 0.72 -0.21 0.60
C 9.258 13.403 13.664 -0.42 0.07 0.22
H 9.299 12.699 9.185 0.07 -0.28 0.59
H 16.076 10.561 15.018 0.41 -0.14 -0.03
H 19.676 10.408 10.957 0.41 -0.05 0.28
Ti 12.977 12.951 12.592 0.48 -0.79 -1.61
C 9.415 12.022 10.053 0.42 0.52 0.85
H 15.159 9.041 11.204 0.17 0.19 -0.07
H 12.924 13.631 15.518 -0.10 -0.02 -0.22
H 10.475 7.512 13.145 0.15 0.08 -0.27
C 18.426 9.201 9.714 -0.52 -0.26 -0.19
C 19.863 13.961 13.131 -0.25 -0.10 0.31
H 13.742 11.242 6.971 0.05 0.44 0.21
C 14.269 9.577 15.688 -1.68 2.02 -1.61
H 19.046 8.310 9.710 0.03 0.14 0.21
H 18.241 12.372 10.878 -0.35 -0.52 0.00
H 11.112 10.770 14.748 1.47 -0.36 0.22
C 13.586 12.313 6.782 -0.81 0.22 -0.35
C 14.334 11.507 14.169 0.14 -1.29 1.74
C 16.758 11.445 9.573 -0.96 1.17 0.96
C 11.476 16.860 9.601 0.34 -0.77 -1.80
C 16.834 12.921 6.447 0.76 0.14 0.47
C 14.779 8.090 11.551 0.58 -0.49 0.53
H 14.737 8.871 16.321 0.39 -0.66 0.43
H 15.321 7.774 12.459 -0.18 0.18 -0.41
H 10.034 13.460 14.419 0.15 -0.05 -0.01
C 12.230 10.631 14.849 -0.31 0.71 -0.93
S 10.700 20.214 12.634 0.26 0.05 -1.11
C 17.005 16.900 10.073 0.34 1.08 -0.19
C 17.240 9.175 8.976 -0.46 -0.25 -0.49
N 9.008 12.724 11.335 0.26 -0.15 -0.94
H 17.417 13.839 6.221 -0.52 -0.36 0.11
H 7.130 12.806 10.463 -0.25 -0.08 -0.22
N 12.530 14.658 11.035 -1.00 0.75 0.44
H 16.564 17.884 10.291 0.22 -0.50 -0.19
H 13.370 12.393 5.688 0.31 0.17 0.66
H 7.609 14.345 11.186 0.15 0.24 -0.05
C 17.711 13.289 14.022 0.16 0.55 -0.75
C 9.826 12.886 12.370 0.47 -0.71 -0.54
```
Positions in Å, forces in eV/Å.

---

It is found that the energy values, taken in the order of the records, are -80412.7762; -237751.5958 eV.